# 1
ORCA calculation (wB97M-V/def2-TZVPD) on a cluster of 3 separate species, C16H21Cl4F7N2O3S2 in total at a distorted geometry.

Each line ends with the natural charge from an NBO analysis.
Atoms and positions in Å:
H -3.87 -1.55 0.93  0.247
H -3.63 0.01 -1.04  0.232
F 0.84 -1.87 0.92  -0.281
H -4.89 1.68 -2.02  0.184
H -3.55 2.19 0.64  0.203
Cl 4.87 -6.43 -4.48  -0.060
S -0.94 0.32 3.97  0.040
F 2.64 -1.24 -2.61  -0.312
O -1.44 -1.52 -0.78  -0.914
H -1.62 3.43 -0.83  0.201
S -1.10 -0.35 -0.02  2.113
C -3.67 -0.50 1.10  -0.375
C -1.84 -1.66 2.12  0.254
F 2.88 -0.67 -0.21  -0.289
H 5.28 1.54 1.76  0.227
O -1.20 0.86 -0.77  -0.870
C -2.55 3.81 -1.25  -0.258
C 1.67 -0.39 -0.68  0.556
O -3.21 2.74 -1.92  -0.538
F 0.61 -0.64 -2.79  -0.281
Cl 5.53 0.30 3.73  -0.054
C -4.34 1.76 0.04  -0.439
C 4.15 -3.90 -3.73  -0.389
H -5.12 3.27 -1.34  0.163
H 3.28 2.81 2.25  0.231
H 4.97 -5.37 -2.38  0.223
H 3.68 -3.28 -2.97  0.226
N -1.63 -2.73 2.54  -0.233
C 4.29 -5.31 -3.22  -0.387
H 4.35 2.94 3.65  0.228
H -4.29 -0.21 1.94  0.226
C -4.45 2.41 -1.35  -0.046
H -5.18 -0.14 -0.31  0.216
H 3.31 -5.68 -2.90  0.223
H -5.31 1.90 0.51  0.205
Cl 2.43 1.65 4.10  -0.065
F 1.11 -2.46 -1.75  -0.292
H 3.95 0.40 1.98  0.225
H -2.89 1.07 2.89  0.275
Cl 5.73 -3.15 -4.08  -0.061
H 3.55 -3.86 -4.64  0.223
N -0.66 2.85 1.49  -0.271
C -1.28 1.95 1.92  0.251
H -2.37 4.62 -1.95  0.182
F 1.02 0.17 1.47  -0.306
C 3.75 2.25 3.06  -0.380
C -4.18 0.24 -0.14  -0.411
H -3.15 4.20 -0.44  0.162
C -2.17 -0.40 1.45  -0.402
F 1.66 0.89 -1.00  -0.284
C 1.46 -1.22 -1.98  0.922
C 0.67 -0.64 0.48  0.415
C -1.93 0.79 2.49  -0.432
C 4.58 1.13 2.48  -0.391
H 0.20 0.97 3.67  0.165

Results
2S+1	1
strongest force on any atom	3.1	eV/A
HOMO level	-9.733	eV
Kohn-Sham gap	9.809	eV
structure (SMILES)	COCCCC[C@](C#N)([C@@H](S)C#N)S(=O)(=O)C(F)(F)C(F)(F)C(F)(F)F.ClCCCl.ClCCCl

***

# 2
ORCA calculation (wB97M-V/def2-TZVPD) on the molecule C16H21ClN2O at a distorted geometry.

Each line ends with the natural charge from an NBO analysis.
Atoms and positions in Å:
C -3.04 -1.35 0.18  -0.427
H -4.86 -1.04 1.49  0.198
Cl 6.59 1.83 -0.26  -0.014
H 1.36 -1.71 -1.58  0.191
H -4.00 3.86 -0.30  0.209
H -2.80 2.01 1.25  0.164
H 1.65 2.81 1.11  0.217
H 3.69 -2.90 -0.99  0.218
C 2.47 -0.32 0.30  0.287
C 4.98 -0.51 -0.17  -0.246
C 0.64 -1.01 -1.12  -0.067
C -5.04 0.71 -0.49  0.151
C 3.67 -1.06 0.10  -0.025
C -3.87 -0.58 0.99  -0.232
H -0.57 -2.67 -0.12  0.229
H 0.57 0.04 -1.59  0.199
H 4.44 -3.02 0.58  0.209
H -5.73 0.21 -0.83  0.186
C 1.44 2.03 0.39  -0.675
C -3.56 1.92 0.73  -0.059
H 5.90 -0.72 -0.05  0.209
C -0.61 -1.75 -0.79  -0.414
H 3.94 2.91 0.40  0.240
H -1.64 0.17 -0.51  0.189
H 1.07 2.45 -0.66  0.218
C -3.99 2.84 -0.35  -0.089
H -1.09 -0.76 0.99  0.229
C 4.03 1.90 0.08  -0.311
N -5.10 2.04 -0.91  -0.457
C -1.64 -0.60 0.05  -0.382
C 2.79 1.19 0.17  0.038
H -3.39 -0.16 1.83  0.215
H -2.78 -2.31 0.84  0.213
O 1.31 -0.80 0.11  -0.552
C 5.08 1.01 -0.03  0.018
H 0.46 1.56 0.81  0.229
H -1.07 -1.77 -1.77  0.210
N -4.23 0.64 0.57  -0.330
H 2.73 -2.76 0.47  0.216
H -3.40 -1.84 -0.79  0.228
C 3.61 -2.49 -0.10  -0.634

Results
2S+1	1
strongest force on any atom	13.9	eV/A
HOMO level	-8.249	eV
energy above the lowest of the compared OMol25 structures with the same formula, charge and spin	11.0432	eV
Kohn-Sham gap	8.804	eV
structure (SMILES)	Cc1cc(Cl)cc(C)c1OCCCCCn1ccnc1

***

# 3
ORCA calculation (wB97M-V/def2-TZVPD) on the molecule C16H21F3N6O at a distorted geometry.

Each line ends with the natural charge from an NBO analysis.
Atoms and positions in Å:
C 0.97 -4.06 2.28  -0.069
H -0.73 -0.24 -2.51  0.216
H -2.92 -1.29 1.70  0.208
C 0.03 2.17 -1.91  0.192
C 1.00 -2.54 2.52  -0.269
C 1.21 4.20 -2.48  -0.056
H 0.54 -0.71 -1.35  0.177
F 2.41 6.20 -2.96  -0.321
N -1.03 -0.90 0.78  -0.447
N -0.32 1.17 -1.02  -0.439
C 2.20 5.25 -2.04  0.964
H -0.65 0.52 2.26  0.215
N -0.09 -2.13 3.34  -0.194
C -0.44 -0.20 -1.46  -0.211
H 0.85 5.05 -4.41  0.230
C -1.36 -1.77 3.02  0.330
C 0.06 1.25 0.37  -0.209
O -0.02 -4.46 1.36  -0.540
H -1.29 1.48 -3.47  0.211
F 3.40 4.72 -1.76  -0.329
H 0.52 -3.29 -0.27  0.163
H -1.95 -2.71 1.23  0.236
H 0.73 -4.57 3.22  0.206
C -1.90 -1.69 1.64  -0.273
H 1.92 -2.28 3.04  0.233
C -0.96 0.49 1.21  -0.235
C -0.57 2.23 -3.18  -0.232
H 1.06 0.83 0.54  0.177
H 0.06 2.29 0.69  0.220
C 0.93 3.18 -1.58  -0.278
H -1.54 -1.97 -0.93  0.205
H -2.45 -0.46 -0.73  0.177
H -0.76 3.26 -5.03  0.218
N -1.14 -1.71 5.12  -0.065
H 1.26 -4.91 -0.20  0.173
N -0.01 -2.07 4.68  -0.070
H -1.94 0.98 1.13  0.179
C 0.35 -4.33 0.01  -0.255
C -1.46 -0.93 -0.60  -0.225
H -0.47 -4.73 -0.57  0.198
H 1.96 -4.39 1.94  0.173
C -0.27 3.24 -4.06  -0.190
H 1.44 3.18 -0.63  0.226
N -2.00 -1.50 4.13  -0.301
F 1.80 5.89 -0.92  -0.328
C 0.62 4.25 -3.73  -0.238
H 0.93 -2.00 1.57  0.245

Results
2S+1	1
strongest force on any atom	1.5	eV/A
HOMO level	-8.407	eV
energy above the lowest of the compared OMol25 structures with the same formula, charge and spin	0.0000	eV
Kohn-Sham gap	8.842	eV
structure (SMILES)	COCCn1nnnc1CN1CCN(c2cccc(C(F)(F)F)c2)CC1

***

# 4
ORCA calculation (wB97M-V/def2-TZVPD) on a structure of composition C16H21FIrN4O2S4 at a distorted geometry.

Each line ends with the Mulliken spin population.
Atoms and positions in Å:
C 1.25 -2.00 -2.56  0.000
H -7.21 0.12 1.03  -0.013
H 2.67 1.48 2.86  0.000
C 1.20 -3.73 -0.22  0.000
H -2.84 3.13 0.01  -0.003
S -1.31 1.16 -1.34  -0.013
N -6.65 0.95 1.06  0.315
H 3.35 -3.55 -0.57  0.000
C -3.44 2.23 0.00  -0.069
H 0.55 -3.91 0.64  0.000
C 2.62 -3.51 0.24  0.000
H 3.92 0.96 0.26  0.000
C 0.18 1.86 0.76  -0.011
C -5.44 0.99 0.51  0.149
S 2.83 -1.92 1.13  0.001
N 1.23 1.28 1.39  0.006
F -0.07 -1.65 1.69  0.001
S 0.37 -2.34 -1.02  0.001
H 5.02 -0.98 1.08  0.000
C 1.86 1.97 2.33  -0.003
H 1.37 -2.95 -3.08  0.000
C 4.00 0.13 -0.44  0.000
C 1.48 3.27 2.61  0.006
H -7.05 1.76 1.52  -0.013
H -5.51 -1.07 -0.18  -0.004
C -2.94 1.08 -0.63  0.281
H 0.55 -1.39 -3.12  0.000
C -4.68 2.20 0.57  0.177
C -4.92 -0.17 -0.13  0.186
H 3.34 -1.95 -1.98  0.000
H 4.83 0.36 -1.12  0.000
N -0.28 3.07 0.99  0.008
H 2.88 -4.29 0.95  0.000
H 4.72 -1.94 -0.34  0.000
C 4.28 -1.18 0.30  0.000
H 1.14 -4.59 -0.88  0.000
O -1.16 0.00 -2.18  0.007
H 2.94 -0.95 -3.38  0.000
N -0.36 0.91 -0.06  0.053
Ir 1.00 -0.58 0.38  -0.006
O -1.15 2.48 -1.85  0.015
H 0.04 4.78 2.09  0.000
H -3.25 -0.97 -1.20  -0.003
H 1.99 3.85 3.36  0.000
C 0.40 3.78 1.90  -0.002
C 2.59 -1.30 -2.41  0.000
H -5.10 3.08 1.05  -0.003
S 2.44 0.19 -1.35  -0.001
C -3.67 -0.12 -0.69  -0.063

Results
2S+1	2
strongest force on any atom	2.5	eV/A
net charge	+2
HOMO level (spin up / spin down)	-14.301 / -14.375	eV
energy above the lowest of the compared OMol25 structures with the same formula, charge and spin	0.0000	eV
Kohn-Sham gap (spin up / spin down)	9.037 / 5.552	eV

***

# 5
ORCA calculation (wB97M-V/def2-TZVPD) on a structure of composition C16H21IN9NiO.

Each line ends with the natural charge from an NBO analysis.
Atoms and positions in Å:
H 0.59 5.28 2.14  0.218
Ni 0.17 -0.71 0.50  1.135
H 1.76 3.17 1.61  0.214
H -3.00 3.69 0.49  0.193
C 1.30 -3.36 0.13  0.637
C 0.05 4.47 1.65  -0.183
H -4.53 0.23 -2.05  0.230
H 4.30 -2.30 -2.75  0.210
C 3.39 -2.49 -3.33  -0.411
C 0.72 3.30 1.36  -0.247
C -2.68 -0.58 -1.10  -0.112
H -3.64 2.42 -1.10  0.428
N 1.02 -0.83 -1.13  -0.738
N 1.55 -4.64 0.49  -0.796
H -2.52 -0.98 1.96  0.432
H -3.21 0.57 3.83  0.245
N 2.28 -1.64 -2.92  -0.409
H 2.25 -3.73 -1.64  0.413
H 3.15 -3.55 -3.27  0.191
N -3.20 1.53 -0.96  -0.515
N 1.81 -3.01 -1.10  -0.606
C -1.94 3.58 0.71  -0.161
H 2.46 -0.49 -4.64  0.226
H 2.13 -5.25 -0.06  0.408
C -3.62 0.33 -1.48  -0.087
C -1.01 0.94 3.97  -0.312
N 0.66 -2.51 0.86  -0.781
H 1.04 0.51 3.20  0.248
C 0.08 2.22 0.73  0.369
C 1.69 -1.76 -1.71  0.641
N -1.69 0.06 -0.37  -0.594
H 2.78 0.42 -3.16  0.210
H 0.39 -2.87 1.76  0.389
N -0.56 -0.51 2.32  -0.351
C -0.02 0.35 3.18  0.001
C -2.19 0.41 3.52  -0.018
C -2.03 1.33 -0.30  0.383
H 3.60 -2.30 -4.38  0.234
C -1.30 4.63 1.33  -0.269
H 1.23 -4.98 1.38  0.416
O 0.78 1.13 0.49  -0.830
H 1.12 -0.03 -3.61  0.221
C -1.29 2.39 0.39  -0.236
I -0.75 2.36 5.43  0.239
H 1.07 0.08 -1.56  0.417
H -2.64 -1.63 -1.31  0.213
C 2.16 -0.36 -3.61  -0.420
H -1.82 5.54 1.56  0.221
N -1.89 -0.44 2.53  -0.306

Results
2S+1	1
strongest force on any atom	1.0	eV/A
net charge	+1
HOMO level (spin up / spin down)	-9.604 / -9.602	eV
energy above the lowest of the compared OMol25 structures with the same formula, charge and spin	0.0000	eV
Kohn-Sham gap (spin up / spin down)	7.214 / 7.213	eV